# 1
A molecular structure, C36H51BF2N4OsP2 at a distorted geometry. Source: the OMol25 dataset; level of theory: ωB97M-V/def2-TZVPD.

The geometry in ORCA input format:
```
! wB97M-V def2-TZVPD RIJCOSX def2/J DEFGRID3
* xyz 2 1
H 2.16122 0.73660 4.10746
H -2.32332 -2.29781 3.32097
H 1.90603 2.47562 4.14874
H -2.89056 1.82490 2.11397
C 1.27558 4.62324 1.19662
C 3.30073 3.03496 -0.29821
C 0.08003 1.36344 3.86783
H -4.26971 -1.77462 -1.19112
H -1.05111 -7.25327 1.18565
H 2.28228 4.76888 1.55615
P -0.73054 -1.26125 -2.20776
C -1.00727 5.35376 1.00719
C -2.59252 -1.32513 -2.44211
H -0.87331 -2.68118 -4.89959
H -4.20455 0.07309 -2.72119
H 0.20474 -0.14987 5.46060
C -0.41757 0.07074 -4.67338
H -2.19672 -1.98815 1.60363
C 0.99610 3.51069 0.41276
C -0.29882 -4.02729 0.61119
H -2.71115 0.59471 -3.51096
B 0.17197 -1.76127 0.57286
H -2.87130 0.71805 -1.75944
H 0.51523 6.40289 2.10710
C -2.78456 0.05328 4.27992
H -0.25859 3.44238 4.31917
C -3.18037 -1.86143 -1.15376
H 0.54407 1.50310 5.94664
C 1.58986 1.55084 3.65691
H -2.55471 -3.21182 -3.54738
C 0.13966 -2.36700 -4.65261
C -0.12198 -3.59693 1.93797
N -0.83086 2.17477 -1.95737
H -0.19308 -1.85017 3.94815
C 4.39250 2.24191 -0.56655
N 0.18580 -2.24252 1.92589
H 2.09286 -1.51081 -2.86038
C 0.16963 -1.07090 -3.83740
H -3.80766 -0.32023 4.37898
H -0.11191 -4.18093 4.02432
C 1.83941 1.12672 -0.05860
H 0.65053 -3.19482 -4.16053
C -2.98775 -2.21174 -3.61806
C -0.58864 2.11569 -0.73179
C 4.18900 0.87849 -0.52978
C -1.26949 4.23169 0.26887
C -3.11595 0.10562 -2.62516
H -2.93213 -2.90903 -0.96484
H -2.82784 -1.26024 -0.33473
P -0.51165 0.14492 2.54560
C 1.61790 -0.72341 -3.45275
C -0.62841 -5.34951 0.32003
C -0.26957 -4.48896 2.99622
H 2.86138 -0.75872 -0.32791
H 1.66602 0.21225 -2.88960
C -2.65103 -1.63918 2.51466
H 5.35887 2.67444 -0.79002
H -1.72884 2.57805 3.87931
N -0.12096 -2.93260 -0.22343
H -4.17845 0.62163 1.99799
H -0.56573 3.01655 2.63302
H 0.24220 0.24922 -5.52584
H -2.83310 0.58776 0.84938
H 1.85856 1.60446 2.61288
H 0.66308 -2.18203 -5.59382
H -0.48887 0.99253 -4.10200
C -0.61460 -5.79421 2.70122
H -3.73476 -1.75278 2.42125
H 1.32439 -1.16068 3.34662
C -0.79288 -6.22025 1.37904
C -0.24295 -2.95743 -1.66029
H -1.40257 -0.17970 -5.07046
H -1.11832 1.00911 5.68123
C -0.66566 2.67587 3.65433
H 0.71508 -3.20133 -2.11309
H -4.07465 -2.32458 -3.60939
H -2.16849 -0.49944 4.99003
H -2.79416 1.10713 4.55701
C -3.10089 0.77500 1.89206
H -2.24520 4.00153 -0.13773
H -0.75689 -5.69010 -0.70077
C -0.10401 0.88769 5.31636
H -0.96784 -3.70368 -1.98559
F 5.21759 0.07016 -0.73899
C 0.28416 5.53942 1.49518
H -0.77088 3.08389 -2.42484
H -2.70914 -1.77578 -4.57764
H 2.20942 -0.59498 -4.36274
Os 0.02362 0.16178 -0.32731
C 0.29337 -1.39696 3.08513
H -0.73927 -6.50820 3.50484
C 2.94204 0.32183 -0.30964
H -1.79252 6.07300 1.19119
F 3.47430 4.36067 -0.35435
C 2.02894 2.53265 -0.00335
N -0.28875 3.33786 0.01116
C -2.34348 -0.17401 2.83555
*
```

As for the LUMO energy (alpha / beta): -0.2694 / -0.2607 hartree. The value obtained for the HOMO energy (alpha / beta) is -12.82 / -12.85 eV. The calculation puts the HOMO-LUMO gap (alpha / beta) at 5.49 / 5.75 eV.

Löwdin population analysis, charges in e, atoms 1 to 5: 0.09, 0.09, 0.10, 0.07, 0.03



# 2
A molecular structure, C36H51BMoN9O4PS4. Source: the OMol25 dataset; level of theory: ωB97M-V/def2-TZVPD.

The geometry in ORCA input format:
```
! wB97M-V def2-TZVPD RIJCOSX def2/J DEFGRID3
* xyz 2 3
S 0.10313 -1.23501 1.49389
C -2.04554 -4.75883 1.02407
H 0.42686 4.89090 -0.68535
C -0.46402 4.47540 -0.24820
H 0.83690 3.04909 -5.43672
H -2.81804 0.04249 3.13904
N 0.09593 2.01534 -2.43812
H -4.45716 5.97398 2.72199
H 5.18350 -3.11000 0.83459
H -2.51661 3.44764 3.36726
C -1.25402 1.16687 -5.74181
C -0.41537 -6.34932 0.20055
H -3.61545 6.48740 1.27175
C 1.92761 -4.04308 0.96156
N -0.51998 1.65447 -4.50795
H 3.06302 -2.73540 -0.33454
H -3.26232 -7.91142 1.13678
H 0.56648 -6.56927 -0.20160
H -1.03465 -8.39701 0.18868
C 1.81721 1.90371 0.99974
H -1.50824 -0.67827 -6.78591
H -0.98925 1.25280 -7.85193
H -3.19730 1.43428 -6.60735
C -0.35795 -1.59769 3.10451
C 0.48364 -2.02669 -2.13256
C 4.33432 -4.42306 2.30431
H -2.62925 2.84555 -5.70896
H -4.83873 3.04774 0.47485
O 0.61236 -1.77397 -3.29587
H -4.20210 3.87622 3.68366
H -4.82837 4.74722 -0.02570
C -0.78579 -5.03373 0.49788
C 3.08612 -3.39792 0.52435
N -1.57241 -1.42418 3.62051
H -0.28945 -0.77176 -5.51039
H 1.52264 -2.20358 3.54450
S -2.72654 1.38784 0.53816
H 0.42336 -2.30544 4.87300
C 5.06965 2.53409 2.22869
Mo -1.45828 -0.39803 -0.52983
B 0.12737 2.04668 -0.90285
H 0.53544 1.34755 -6.97787
C -1.42302 5.06635 0.48929
H 4.56895 3.49406 2.35821
N -0.77954 3.14063 -0.34763
H 4.00484 -0.75898 1.96665
C -1.90991 2.91962 0.33861
N -2.33339 4.08866 0.85493
N -2.60572 -0.90625 2.85617
C -1.26419 -0.36315 -5.77184
O 0.24949 -1.08896 -1.20839
O -2.21972 -2.16917 -0.75899
H 3.22095 -5.69792 3.62499
H -2.00959 -0.79256 -5.10853
C -3.52088 3.46298 2.94063
C -3.56508 4.34278 1.68784
O -3.12147 -1.21439 -0.24598
H -0.07728 -4.08197 -2.13057
H -3.42159 -1.50062 2.91462
N 3.13613 1.57129 1.08762
C 3.18102 -5.04932 2.75991
H -1.52811 6.09060 0.78719
H 5.43702 0.00515 1.25611
H 5.62859 2.55657 1.29278
H -2.33637 -3.73346 1.21504
H 2.59414 0.61043 3.68016
N 1.52919 1.98849 -0.35040
H 5.78498 2.40926 3.04194
C -4.80007 4.07490 0.83250
C 3.34485 1.39598 3.61041
C 2.67038 1.65662 -1.07246
H -1.71689 -1.59998 4.60600
H -3.22527 1.41343 -4.84738
C 0.84420 2.84347 -3.25188
H 2.85805 2.34255 3.82345
S -2.05876 0.29975 -2.69899
H 1.62762 -3.79783 -1.85171
H -0.55132 2.75833 -7.07182
H 5.27308 -4.58178 2.81827
C -3.56494 5.80624 2.12141
S 0.67122 2.09654 2.22206
C 4.28485 -3.59718 1.18912
C -1.31168 -7.37905 0.42736
C 1.97856 -4.85898 2.09802
H 1.59146 3.51049 -2.85894
C -2.66092 1.75518 -5.71413
H -0.39918 1.04336 -0.43976
C -0.74294 1.31656 -3.22524
C -0.50547 1.67322 -6.97270
H -5.69206 4.25326 1.43365
N 0.58575 -2.10263 3.89912
C -2.56650 -7.10236 0.95834
H -3.83685 2.44314 2.73326
C 4.05430 1.39177 2.26269
H -2.69866 6.05124 2.73709
H 5.32631 -0.18336 2.99613
H 4.11268 1.21937 4.36498
C 0.62701 -3.44316 -1.59263
C 4.74685 0.03241 2.09877
H 4.68275 1.18168 -0.37167
C 0.47097 2.61791 -4.52594
C 3.65232 1.42309 -0.19448
H 2.69004 1.60949 -2.14530
C -2.93392 -5.79879 1.25586
P 0.35525 -3.68866 0.19541
H -3.91620 -5.59140 1.65898
H 1.08501 -5.35851 2.45096
*
```

As for the LUMO energy (alpha / beta): -0.2363 / -0.2456 hartree. The value obtained for the HOMO energy (alpha / beta) is -11.70 / -11.75 eV. The calculation puts the HOMO-LUMO gap (alpha / beta) at 5.27 / 5.07 eV. The expectation value of S² is 2.0140.

Löwdin population analysis, charges in e, atoms 1 to 5: 0.74, -0.09, 0.14, -0.01, 0.13



# 3
12 unconnected molecules or ions with the total composition C36H51Br18N3O6 at a distorted geometry. Source: the OMol25 dataset; level of theory: ωB97M-V/def2-TZVPD.

The geometry in ORCA input format:
```
! wB97M-V def2-TZVPD RIJCOSX def2/J DEFGRID3
* xyz 0 1
H 6.03150 2.57481 -3.57437
H 0.42759 4.09376 7.19668
H -6.42900 -1.88775 0.84204
H 1.37806 2.06214 -1.71337
C -5.55867 -2.53772 0.92001
H -4.88410 0.97516 4.49393
O -0.31232 1.94049 7.85140
C 1.39352 5.57028 -1.20805
C 1.52513 -1.67589 5.17894
C -0.42036 0.27662 0.56670
N -0.09983 1.58020 6.71247
H 1.10865 4.72104 -1.82315
Br -4.98309 1.23301 0.04467
C 0.30658 0.29275 -2.06468
Br 2.88399 3.93158 0.61458
C 2.24172 -2.59120 -6.27946
N -0.77530 -1.85362 -2.49521
H 6.24769 4.40532 -2.12833
C 0.87827 2.10516 4.51205
O 3.03940 -0.74360 1.52826
H -0.40931 2.32389 -6.60824
H -0.78499 -3.91509 4.18407
C 5.44911 3.42073 -3.93318
C -3.93990 2.26230 -1.26977
Br 1.22133 -4.14118 -7.01380
Br -2.42055 2.21487 -3.64207
H -2.70171 -5.24205 -1.99200
Br 3.62640 3.01216 -3.28641
C 0.44590 2.69942 -6.05097
H -4.63303 0.86707 6.97500
Br 7.74419 4.96545 -4.07468
Br 2.10280 1.12306 -7.72598
Br -4.18210 -6.74522 -3.26538
H -4.34338 0.79971 -2.73748
H 2.36615 -1.80641 -7.02190
Br -4.60974 -2.46377 -0.80953
Br 2.65184 -0.60760 -4.24376
C 1.50181 4.66203 5.43447
C -3.77376 0.99886 6.31789
H 0.68098 1.12991 4.09140
Br -3.52536 2.94125 6.22627
H -2.79923 0.53127 -1.82230
C 0.72362 1.33238 -1.26259
C 0.31114 1.36350 0.05479
Br 0.97635 -5.00284 -3.63341
H -0.03923 -4.86212 -1.37584
Br -2.06441 -5.85621 0.68922
H 0.10632 -2.77819 6.24157
C 1.48339 5.31303 0.26492
C 0.57934 -2.92689 2.83560
H 2.44382 4.93701 3.47960
O -0.47959 -1.73916 -3.65061
Br -2.44239 0.48834 3.84484
H -2.90079 0.62909 6.84632
C 0.73517 3.81921 6.19681
H -5.83778 -3.55706 1.16730
H -4.49856 3.12626 -1.61288
H 0.59150 -1.64622 -5.22573
C 1.66036 2.84698 -6.89315
H 5.51537 5.53321 -3.23192
Br 1.83297 -5.57359 0.84990
C 2.07625 -5.51762 -1.10447
C 1.58418 3.02694 3.70629
H 1.39960 -2.77208 -4.28126
H -1.79933 -6.75210 -2.29713
H 0.51154 2.19935 0.71029
H -5.34116 -2.03258 2.97362
H 1.89341 -1.21984 6.08516
H -4.50725 -0.91401 1.88476
C -4.74281 -1.95986 2.06683
C -3.46397 1.25023 -2.28674
O 1.87148 -2.23622 0.53481
H -3.19046 -7.86705 -0.48751
H 0.44795 0.31281 -3.13797
H -3.10895 2.65623 -0.68563
H -4.18831 -6.36283 -0.44769
C -2.74487 -6.32731 -1.97429
C 6.05901 4.59498 -3.18027
H 1.85266 5.58159 5.88265
C -0.74054 -0.82657 -0.22691
H 2.99145 -4.95686 -1.27602
H 0.58184 2.05600 -5.18645
H 1.22617 -3.61906 -1.60034
H 2.17240 -6.53427 -1.46198
H 0.14528 -3.35616 1.94551
C -4.08452 0.40530 4.95299
Br -2.94970 -2.78026 2.18779
H -0.75273 0.36896 1.59196
O -0.32531 0.44821 6.31984
C 1.59962 -1.99255 2.80620
N 2.20536 -1.62633 1.51643
H 1.68458 3.62316 -7.65258
Br 3.05578 6.40001 -1.91532
H 2.91433 -0.70585 3.87225
H -1.21718 -1.66066 0.26487
C 0.97476 -4.66848 -1.69934
C 0.49876 -2.62120 5.24532
Br 0.02470 4.47897 -5.34925
H 2.55342 3.07000 -6.30795
C 0.04668 -3.22771 4.08899
C 1.60016 -2.01284 -5.03602
H 1.85989 2.65263 2.72744
H 3.23451 -2.98517 -6.08176
O -1.31200 -2.82303 -2.01193
H 0.55318 5.03519 0.75630
H -4.29853 -0.65297 5.06946
H 0.66393 6.35729 -1.40061
C 2.09681 -1.40812 3.95113
H 5.52772 3.50032 -5.00924
C -0.41732 -0.78574 -1.57778
C 1.83624 4.30255 4.11247
C -3.20357 -6.79014 -0.60940
C 0.44000 2.52725 5.75392
H 1.84134 6.19765 0.78708
*
```

As for the LUMO energy: -0.0274 hartree. The value obtained for the HOMO energy is -9.44 eV. Its SMILES is O=[N+]([O-])c1ccccc1.O=[N+]([O-])c1ccccc1.O=[N+]([O-])c1ccccc1.BrCCBr.BrCCBr.BrCCBr.BrCCBr.BrCCBr.BrCCBr.BrCCBr.BrCCBr.BrCCBr. The calculation puts the HOMO-LUMO gap at 8.70 eV.

Löwdin population analysis, charges in e, atoms 1 to 5: 0.05, 0.12, 0.06, 0.05, -0.64



# 4
A molecular structure, C36H53CaN4OP2 at a distorted geometry. Source: the OMol25 dataset; level of theory: ωB97M-V/def2-TZVPD.

The geometry in ORCA input format:
```
! wB97M-V def2-TZVPD RIJCOSX def2/J DEFGRID3
* xyz 1 1
C 0.50708 3.27009 -2.76751
C 4.26416 -2.91923 1.19251
C 0.77224 3.59907 -5.15468
H 0.55437 4.35240 6.39393
C -5.16531 -2.24635 -0.46169
C -1.23323 -1.83197 3.05409
N 0.71386 0.86874 -0.59201
H -0.70927 -4.39083 -3.85902
C -3.79009 1.18507 0.27535
H -3.21844 2.03978 -1.67360
C 1.01152 2.22837 -5.31486
H 1.10330 0.29655 -4.33326
H -3.57972 -1.11732 -2.06296
H 4.85286 -1.11057 3.13999
C 3.49903 -1.64396 1.54695
C 0.97839 1.37303 -4.20975
H 0.68937 4.85219 2.74408
H -3.76741 -4.10878 0.96176
H -5.87813 0.48644 0.40457
C 4.39942 -0.62371 2.26491
H -2.58454 -2.73924 -3.42944
C -0.59961 -3.60527 -3.11327
C -3.76403 1.66744 1.73919
H -4.27509 0.97248 2.41899
H -4.75355 -2.58870 -1.41947
H -5.42692 -0.94214 1.97857
C 0.51217 4.11843 -3.87948
H -1.91962 2.13683 -0.44987
H -3.99169 -1.65812 2.76975
C 2.31428 -2.00739 2.46228
C -2.65893 -0.79491 -1.55970
H 5.43027 -1.94741 -1.28452
H 3.33578 1.86300 -1.08560
H 3.59646 -1.44522 -2.93347
H 1.57862 -2.65598 1.96178
O -1.65964 -2.38317 3.97094
C -1.65501 -2.72201 -2.86452
H 1.81110 -1.11471 2.87303
H 4.64567 1.53037 0.07167
H -2.73505 1.80924 2.10010
H 4.59231 -3.39115 2.13054
H -5.31606 -2.69661 2.21118
H 1.22758 1.82077 -6.30602
H 3.63111 -3.63739 0.65900
H -2.33097 -3.12790 1.33922
C 0.88871 1.06384 -1.74996
C -3.16613 -3.24726 0.63337
C 5.49683 -0.87489 -1.06222
C 3.68486 -0.38103 -2.68394
H -5.81680 -3.05213 -0.08827
C 0.20578 2.22296 4.88762
H 6.20182 -0.44194 -1.78904
N 0.60431 4.54123 5.40192
H -3.33437 3.20365 -0.34496
H -0.20582 0.20957 4.19683
C 2.01148 -2.03329 -1.01223
H 5.16130 -2.72756 0.59523
C 4.14796 -0.16643 -1.23732
C -4.07824 -2.00381 0.59431
H 0.29361 3.67684 -1.77522
C 0.44394 3.55636 4.48418
P 2.78185 -0.79192 -0.04388
N -0.43177 -1.71461 -1.05385
C -3.00853 2.18427 -0.60442
H 2.71864 0.09761 -2.86974
H -4.27932 2.63732 1.79731
H -2.76187 -3.48091 -0.36033
H -5.27733 0.72330 -1.27004
H 5.01757 1.76594 -1.65230
C 0.33760 2.79823 2.19335
H 0.76947 5.49907 5.12841
C 0.79054 1.89466 -2.91643
H 2.71785 -2.85035 -1.21231
H 3.81960 0.23973 2.62079
H 0.39833 2.97716 1.11568
H -5.79833 -1.36937 -0.63758
H -5.64880 2.11478 -0.24172
C 4.28920 1.33879 -0.94958
H 0.16317 1.95901 5.94428
Ca -0.07876 -0.41616 1.07628
C 0.70611 -2.38432 -1.46106
H -2.37388 0.16263 -2.02770
H 0.78145 4.25841 -6.02709
P -2.94030 -0.51756 0.23483
C 0.50723 3.83800 3.09915
H 5.21401 -0.24332 1.63519
N 0.09497 1.51153 2.58104
H 1.45726 -4.05657 -2.60931
H 4.42315 0.07238 -3.36144
H 2.70093 -2.57103 3.32407
C 0.01970 1.24740 3.91539
H 5.93857 -0.73343 -0.06935
C -1.53131 -1.80682 -1.82102
C -4.73251 -1.79427 1.97073
H 0.31864 5.18855 -3.75832
C -5.22969 1.09654 -0.23750
C 0.57866 -3.44113 -2.41147
*
```

As for the LUMO energy: -0.0936 hartree. The value obtained for the HOMO energy is -8.26 eV. The calculation puts the HOMO-LUMO gap at 5.71 eV.

Löwdin population analysis, charges in e, atoms 1 to 5: -0.02, -0.10, -0.06, 0.12, -0.09